Computed, not measured: a structure of composition C36H37NOsP2 at a distorted geometry, with ωB97M-V/def2-TZVPD.

Geometry (Å):
Os 4.50 -3.25 0.10
C 6.40 -2.28 -0.09
C 5.37 -1.30 0.06
C 4.75 -0.47 -1.06
C 3.68 -1.12 -1.95
C 3.60 -2.61 -1.77
C 4.69 -3.52 -1.97
C 6.06 -3.09 -2.49
C 7.06 -2.58 -1.42
C 3.27 -4.27 1.28
H 7.01 -2.46 0.82
H 5.35 -0.83 1.06
H 5.56 -0.06 -1.70
H 4.29 0.38 -0.53
H 2.68 -0.67 -1.79
H 3.93 -0.90 -2.99
H 2.60 -3.05 -1.95
H 4.40 -4.55 -2.26
H 5.96 -2.34 -3.30
H 6.51 -3.98 -2.94
H 7.82 -3.36 -1.23
H 7.57 -1.68 -1.83
H 3.94 -4.34 2.16
H 3.30 -5.25 0.77
H 2.25 -3.91 1.48
P -1.98 2.26 1.73
P -3.60 0.17 0.12
C -2.27 2.57 -0.04
C -3.18 1.76 -0.66
C -2.41 3.85 2.62
C -2.45 5.07 1.93
C -2.68 6.27 2.63
C -2.95 6.24 4.00
C -3.01 5.01 4.67
C -2.75 3.83 3.99
C -0.15 2.23 1.65
C 0.41 1.07 1.07
C 1.79 0.95 0.93
C 2.64 1.97 1.42
C 2.08 3.10 2.04
C 0.69 3.24 2.15
C -5.42 0.13 -0.31
C -6.22 1.08 0.38
C -7.53 1.31 -0.02
C -8.09 0.55 -1.06
C -7.33 -0.45 -1.70
C -6.00 -0.67 -1.32
C -2.94 -1.08 -1.05
C -2.90 -2.43 -0.66
C -2.56 -3.42 -1.59
C -2.21 -3.06 -2.90
C -2.15 -1.70 -3.26
C -2.50 -0.71 -2.32
H -1.71 3.39 -0.50
H -3.80 2.05 -1.52
H -2.31 5.09 0.84
H -2.65 7.21 2.08
H -3.12 7.17 4.54
H -3.24 4.99 5.74
H -2.79 2.87 4.51
H -0.25 0.27 0.72
H 2.22 0.07 0.45
H 3.73 1.86 1.34
H 2.74 3.87 2.45
H 0.26 4.11 2.65
H -5.78 1.67 1.19
H -8.10 2.11 0.46
H -9.10 0.76 -1.39
H -7.78 -1.05 -2.49
H -5.43 -1.44 -1.82
H -3.17 -2.71 0.36
H -2.58 -4.47 -1.31
H -1.96 -3.84 -3.64
H -1.83 -1.41 -4.26
H -2.43 0.34 -2.59
N 6.51 -5.71 0.77
C 5.71 -4.89 0.52

Properties
energy relative to the best compared isomer or geometry (same formula, charge and spin): 63.8 kJ/mol
E_HOMO (spin up / spin down): -13.1 / -13.3 eV
E_LUMO (spin up / spin down): -6.884 / -9.149 eV
charge: +2
spin multiplicity: 5
expectation value of S²: 6.0304
total energy: -60444.9174 eV

Mulliken population analysis, charges in e, atoms 1 to 5: Os 0.67; C -0.56; C -0.27; C -0.57; C -0.98

Computed, not measured: a cluster of 6 separate species, C21H38FN5O8 in total, with ωB97M-V/def2-TZVPD.

Geometry (Å):
O -0.73 -2.37 1.00
C -0.70 -1.71 -0.02
C -1.77 -0.75 -0.39
C -2.11 -0.71 -1.68
C -1.39 -1.56 -2.67
O -1.93 -1.99 -3.67
C 0.03 -1.82 -2.32
F 0.91 -2.01 -3.31
C 0.39 -1.87 -1.03
O 1.66 -2.11 -0.62
H -2.23 -0.14 0.36
H -2.89 -0.07 -2.06
H 2.13 -1.26 -0.69
C -2.90 3.47 -0.58
O -1.80 3.42 -1.09
N -3.14 3.40 0.74
C -4.48 3.45 1.29
C -2.01 3.25 1.65
H -3.82 3.58 -1.17
H -4.58 4.31 1.96
H -4.69 2.54 1.84
H -5.20 3.56 0.48
H -1.34 4.10 1.55
H -1.46 2.34 1.42
H -2.38 3.19 2.68
C -4.55 -0.43 2.49
O -3.57 0.29 2.58
N -4.59 -1.70 2.92
C -5.78 -2.53 2.77
C -3.40 -2.26 3.54
H -5.49 -0.09 2.02
H -6.13 -2.86 3.75
H -5.55 -3.40 2.16
H -6.57 -1.96 2.28
H -3.14 -1.69 4.43
H -2.56 -2.23 2.84
H -3.60 -3.29 3.82
C 2.16 0.01 -8.26
O 2.77 -0.05 -9.31
N 2.65 -0.36 -7.07
C 1.88 -0.26 -5.84
C 4.01 -0.87 -7.01
H 1.12 0.39 -8.20
H 2.38 0.40 -5.14
H 1.77 -1.25 -5.39
H 0.89 0.14 -6.06
H 4.71 -0.13 -7.38
H 4.10 -1.76 -7.63
H 4.25 -1.13 -5.98
C 4.34 -0.11 -0.71
O 3.75 -0.60 -1.66
N 5.66 -0.18 -0.53
C 6.32 0.42 0.62
C 6.46 -0.87 -1.53
H 3.82 0.43 0.10
H 7.03 1.17 0.30
H 6.84 -0.35 1.19
H 5.58 0.89 1.26
H 6.34 -0.40 -2.50
H 6.14 -1.91 -1.61
H 7.51 -0.83 -1.24
C -0.69 0.92 3.69
O -0.07 0.87 2.64
N -0.17 0.63 4.90
C -0.96 0.70 6.11
C 1.23 0.24 4.98
H -1.75 1.20 3.73
H -0.52 1.42 6.81
H -0.99 -0.28 6.59
H -1.97 1.01 5.87
H 1.87 1.03 4.59
H 1.40 -0.66 4.38
H 1.49 0.03 6.01

Properties
structure (SMILES): O=C1C=CC(=O)C(F)=C1O.CN(C)C=O.CN(C)C=O.CN(C)C=O.CN(C)C=O.CN(C)C=O
E_HOMO: -8.8 eV
E_LUMO: -0.582 eV
spin multiplicity: 1
total energy: -48939.6656 eV

Mulliken population analysis, charges in e, atoms 1 to 5: O -0.57; C 0.47; C -0.16; C -0.48; C 0.04

Computed, not measured: a structure of composition C10H14N5O3SSeW at a distorted geometry, with ωB97M-V/def2-TZVPD.

Geometry (Å):
W 0.34 -0.93 -0.82
N 2.62 -1.72 -0.93
C 3.03 -2.30 0.30
C 1.81 -2.83 1.00
O 0.67 -2.20 0.62
N 1.83 -3.74 1.92
C 0.65 -4.31 2.30
C -0.59 -3.63 2.58
O -0.92 -1.61 -1.81
O -1.65 -3.44 2.86
H 2.75 -2.37 -1.72
H 3.16 -0.92 -1.16
H 3.40 -1.61 1.06
H 3.81 -3.07 0.18
H 0.80 -4.83 3.26
H 0.31 -5.12 1.65
C -2.90 0.88 -0.80
N -2.35 2.15 -0.38
C -2.92 3.40 -0.48
C -1.96 4.27 -0.12
N -0.84 3.58 0.22
C 0.37 4.18 0.76
C -1.07 2.28 0.07
Se 0.08 0.98 0.73
H -3.91 0.89 -0.41
H -2.37 0.11 -0.27
H -2.76 0.82 -1.85
H -3.91 3.54 -0.78
H -1.97 5.38 -0.03
H 0.65 5.07 0.20
H 1.15 3.43 0.73
H 0.22 4.48 1.81
S 0.47 -0.38 -4.96
C 0.83 -0.30 -3.46
N 1.16 -0.12 -2.28

Properties
energy relative to the best compared isomer or geometry (same formula, charge and spin): 92.5 kJ/mol
E_HOMO (spin up / spin down): -18.4 / -18.4 eV
E_LUMO (spin up / spin down): -11.853 / -11.853 eV
charge: +3
spin multiplicity: 1
total energy: -102168.4999 eV

Mulliken population analysis, charges in e, atoms 1 to 5: W 1.57; N -0.53; C -0.68; C 0.82; O -0.37

Computed, not measured: a structure of composition C10H34BClN6O4V at a distorted geometry, with ωB97M-V/def2-TZVPD.

Geometry (Å):
V -18.56 15.25 13.19
B -19.57 13.80 14.80
H -18.60 13.24 15.12
H -19.78 13.48 13.73
H -20.51 13.51 15.41
H -19.51 14.93 14.90
Cl -20.02 17.37 13.53
C -17.54 12.09 10.31
C -17.92 13.39 10.92
C -19.42 13.69 10.66
O -19.89 14.78 11.43
C -21.27 15.00 11.17
N -17.59 13.47 12.35
H -16.47 11.89 10.36
H -17.82 12.01 9.26
H -17.98 11.19 10.76
H -17.33 14.17 10.42
H -19.89 12.73 10.95
H -19.63 13.72 9.59
H -21.60 15.87 11.72
H -21.86 14.11 11.37
H -21.44 15.24 10.11
H -16.60 13.29 12.45
H -17.98 12.61 12.75
C -25.36 18.29 14.76
C -23.86 18.52 14.55
C -23.00 18.62 15.82
O -23.44 19.66 16.68
C -22.96 20.93 16.29
N -23.29 17.48 13.67
H -25.47 17.35 15.30
H -25.81 18.20 13.77
H -25.83 19.14 15.26
H -23.68 19.46 14.02
H -21.97 18.86 15.52
H -23.07 17.64 16.30
H -23.38 21.69 16.95
H -23.28 21.18 15.28
H -21.87 20.96 16.35
H -23.60 17.63 12.72
H -22.27 17.57 13.71
C -18.17 20.14 16.06
O -17.40 20.89 16.66
N -19.21 19.47 16.64
N -18.05 19.86 14.72
H -19.55 19.52 17.58
H -19.71 18.87 16.00
H -18.71 19.34 14.18
H -17.27 20.30 14.27
C -17.63 17.46 10.78
O -17.65 16.52 11.60
N -18.60 18.39 10.82
N -16.71 17.56 9.80
H -19.14 18.49 11.66
H -18.66 19.03 10.05
H -15.83 17.10 9.92
H -16.85 18.17 9.02

Properties
energy relative to the best compared isomer or geometry (same formula, charge and spin): 0.0 kJ/mol
E_HOMO (spin up / spin down): -8.1 / -8.5 eV
E_LUMO (spin up / spin down): -0.218 / -0.248 eV
spin multiplicity: 4
expectation value of S²: 3.7551
total energy: -66940.0190 eV

Mulliken population analysis, charges in e, atoms 1 to 5: V 0.40; B 0.45; H -0.23; H -0.27; H -0.18

Which value of spin multiplicity does entry 1 give?
5

The highest total energy belongs to which entry?
C21H38FN5O8

Look up the spin multiplicity of the second one.
1

What is the total energy in the fourth record?
-66940.0190 eV